# 1
{
  "formula": "C21H34NO2",
  "method": "ωB97M-V with the def2-TZVPD basis set",
  "energy_ev": -27907.6757,
  "total_charge": 1,
  "smiles": "C=CCc1ccc(OCCCCC[N@H+]2CC[C@@H](C)CC2)c(OC)c1",
  "species": ["C", "C", "C", "C", "C", "C", "C", "O", "C", "C", "C", "C", "C", "N", "C", "C", "C", "C", "C", "C", "C", "O", "C", "C", "H", "H", "H", "H", "H", "H", "H", "H", "H", "H", "H", "H", "H", "H", "H", "H", "H", "H", "H", "H", "H", "H", "H", "H", "H", "H", "H", "H", "H", "H", "H", "H", "H", "H"],
  "positions_angstrom": [[2.45, 5.56, -1.97], [3.03, 4.46, -1.53], [2.88, 3.11, -2.17], [2.24, 2.17, -1.19], [2.99, 1.24, -0.48], [2.39, 0.42, 0.45], [1.03, 0.51, 0.69], [0.42, -0.34, 1.61], [0.06, 0.28, 2.85], [-1.42, 0.10, 3.18], [-1.76, -1.24, 3.83], [-1.42, -2.47, 2.98], [-2.19, -2.51, 1.66], [-1.34, -2.11, 0.51], [-2.16, -1.59, -0.63], [-1.48, -1.82, -1.98], [0.03, -1.63, -1.88], [0.69, -1.74, -3.25], [0.60, -2.67, -0.90], [-0.46, -3.20, 0.06], [0.25, 1.45, -0.02], [-1.09, 1.44, 0.25], [-1.89, 2.47, -0.31], [0.87, 2.27, -0.95], [2.59, 6.51, -1.48], [1.82, 5.56, -2.85], [3.66, 4.48, -0.65], [3.87, 2.73, -2.45], [2.27, 3.19, -3.07], [4.05, 1.15, -0.66], [2.96, -0.30, 1.02], [0.29, 1.35, 2.80], [0.68, -0.17, 3.64], [-2.00, 0.25, 2.26], [-1.71, 0.89, 3.88], [-1.21, -1.32, 4.77], [-2.82, -1.26, 4.07], [-0.34, -2.49, 2.79], [-1.66, -3.36, 3.56], [-2.57, -3.52, 1.45], [-3.04, -1.83, 1.72], [-0.71, -1.34, 0.86], [-3.13, -2.09, -0.61], [-2.31, -0.52, -0.46], [-1.90, -1.12, -2.70], [-1.70, -2.82, -2.35], [0.22, -0.63, -1.49], [0.33, -0.97, -3.91], [0.49, -2.71, -3.70], [1.77, -1.62, -3.15], [1.02, -3.51, -1.45], [1.42, -2.22, -0.33], [0.01, -3.66, 0.93], [-1.08, -3.96, -0.43], [-1.50, 3.46, -0.04], [-1.95, 2.38, -1.40], [-2.88, 2.34, 0.12], [0.31, 3.00, -1.50]],
  "mulliken_charge": [-0.7999, -0.0110, -1.1646, 0.2985, -1.0717, -0.3191, 0.1232, -0.5410, -0.7602, -0.0209, -1.2540, -0.5482, -0.7961, 1.3183, -0.2297, -1.4073, 2.6221, -1.8928, -0.8714, -0.6522, -0.0811, -0.1096, -1.1086, 0.0310, 0.2745, 0.2475, 0.3148, 0.4064, 0.3579, 0.4355, 0.5795, 0.2891, 0.5721, -0.0301, 0.5226, 0.4078, 0.3698, 0.2835, 0.4969, 0.3440, 0.6502, -0.8662, 0.5111, 0.0498, 0.4824, 0.3298, -1.3041, 0.4064, 0.4568, 0.4301, 0.4705, 0.2086, 0.4965, 0.4531, 0.4589, 0.3603, 0.2401, 0.5401]
}

=====

# 2
{
  "formula": "C21H35AlBF18N3O9P2S2",
  "method": "ωB97M-V with the def2-TZVPD basis set",
  "energy_ev": -141678.1176,
  "species": ["C", "C", "C", "C", "O", "C", "S", "O", "O", "C", "F", "F", "C", "F", "F", "F", "C", "C", "O", "C", "C", "B", "C", "O", "N", "S", "O", "O", "C", "F", "F", "C", "F", "F", "C", "F", "F", "C", "F", "F", "F", "C", "P", "N", "C", "C", "O", "C", "C", "P", "N", "O", "H", "H", "H", "H", "H", "H", "H", "H", "H", "H", "H", "H", "H", "H", "H", "H", "H", "H", "H", "H", "H", "H", "H", "H", "H", "H", "H", "H", "H", "H", "H", "H", "H", "H", "H", "F", "Al", "F", "F", "F"],
  "positions_angstrom": [[0.09, -0.80, 5.99], [0.58, -0.92, 4.52], [0.10, -2.22, 3.87], [0.61, -2.43, 2.43], [0.23, -1.32, 1.64], [0.07, -1.36, 0.25], [-0.11, -3.01, -0.52], [0.96, -3.89, -0.17], [-0.08, -2.97, -1.97], [-1.64, -3.97, -0.07], [-1.28, -5.24, -0.08], [-2.04, -3.79, 1.18], [-2.83, -3.91, -1.11], [-3.96, -4.00, -0.43], [-2.79, -4.92, -1.92], [-2.89, -2.79, -1.83], [-1.21, -0.43, 0.06], [-2.52, -0.88, 0.71], [-2.43, -1.10, 2.11], [-3.58, -0.63, 2.79], [-1.33, 0.08, -1.40], [-2.76, 0.32, -2.10], [-2.75, 0.29, -3.71], [-4.00, 0.50, -1.53], [-0.24, 1.09, -1.72], [-0.37, 2.71, -1.05], [-0.29, 2.87, 0.36], [0.71, 3.42, -1.63], [-1.86, 3.69, -1.64], [-2.17, 3.38, -2.90], [-1.46, 4.92, -1.72], [-3.13, 3.62, -0.73], [-3.09, 2.64, 0.18], [-4.15, 3.35, -1.54], [-3.54, 4.92, 0.02], [-4.73, 4.61, 0.58], [-3.83, 5.92, -0.79], [-2.66, 5.35, 1.23], [-2.75, 4.51, 2.23], [-3.18, 6.50, 1.66], [-1.40, 5.58, 0.94], [1.07, 0.34, -1.58], [1.52, -0.36, -3.31], [2.90, 0.21, -3.77], [1.31, -0.54, -0.34], [2.54, -1.43, -0.73], [3.13, -2.04, 0.39], [4.45, -2.47, 0.06], [5.05, -3.08, 1.34], [2.02, 0.69, 0.98], [3.45, 1.31, 0.22], [2.61, -0.06, 2.32], [0.69, -1.49, 6.60], [0.33, 0.23, 6.31], [-0.98, -0.95, 6.10], [0.35, -0.03, 3.93], [1.67, -0.99, 4.59], [-1.00, -2.28, 3.85], [0.45, -3.10, 4.42], [1.71, -2.48, 2.51], [0.29, -3.44, 2.17], [-0.91, 0.45, 0.66], [-3.06, -1.72, 0.25], [-3.20, -0.01, 0.65], [-3.69, -1.25, 3.69], [-3.45, 0.40, 3.16], [-4.51, -0.73, 2.21], [-0.98, -0.79, -2.00], [-2.05, 1.04, -4.12], [-2.35, -0.70, -3.99], [-3.74, 0.44, -4.13], [-4.51, -0.32, -1.57], [-0.35, 1.22, -2.74], [1.85, 1.13, -1.55], [0.54, 0.05, -4.27], [1.56, -1.76, -3.35], [2.78, 0.74, -4.63], [3.29, -0.74, -1.18], [2.31, -2.23, -1.45], [4.46, -3.20, -0.77], [5.06, -1.60, -0.24], [4.72, -2.44, 2.16], [6.14, -3.12, 1.29], [4.66, -4.09, 1.48], [3.79, 2.00, 0.88], [4.13, 0.55, 0.18], [3.52, -0.38, 2.21], [3.60, 2.86, -4.89], [4.84, 3.87, -4.21], [6.35, 3.45, -4.89], [4.89, 3.63, -2.51], [4.48, 5.51, -4.55]],
  "mulliken_charge": [-1.3781, 0.0455, -0.9255, -0.0243, 0.6539, -0.4184, 1.4752, -0.6802, -0.7179, 0.8625, -0.2656, -0.2394, 0.4691, -0.2683, -0.2872, -0.0803, 0.4421, -2.6132, 0.0390, -1.0056, -0.1763, 0.5824, -0.8854, -0.7077, -0.1236, 1.6959, -0.6192, -0.6601, 0.3947, -0.2587, -0.2430, 0.8510, -0.2115, -0.2973, 0.4028, -0.2871, -0.2790, 0.7345, -0.2309, -0.2777, -0.2140, -1.4647, 0.4051, -0.7323, 3.1993, -4.2620, -0.0007, -0.3315, -1.1066, -0.2337, -0.4749, -0.4154, 0.3335, 0.3962, 0.2878, 0.1778, 0.1164, 0.1834, 0.5447, -0.0380, 0.3950, 0.2869, 0.0911, 1.2406, 0.2674, 0.3313, 0.3724, -0.5072, 0.2699, 0.3527, 0.3481, 0.3797, 0.7444, 0.8275, 0.0641, 0.1321, 0.2769, 1.1993, 0.6792, 0.3096, 0.3484, 0.1878, 0.4217, 0.3098, 0.3321, 0.1513, 0.3285, -0.3859, 0.5842, -0.3934, -0.3961, -0.4070]
}

=====

Number 1: HOMO -11.465 eV. Number 2: HOMO -9.358 eV.